43
Properties=species:S:1:pos:R:3 method="wB97M-V/def2-TZVPD" orbital_gap_ev=7.596 total_charge=+1 total_energy_ha=-1837.01693 e_above_lowest_kj_mol=0.0
C 3.24 4.42 1.32
N 2.97 4.92 2.52
N 1.83 4.39 2.92
N 1.41 3.58 2.01
C 0.15 2.83 2.08
C 0.36 1.33 2.29
C 0.63 0.54 0.99
C 2.07 0.00 0.87
S 2.23 -1.76 1.23
C 2.23 -1.76 2.97
N 1.28 -1.43 3.76
N 1.73 -1.61 5.05
C 2.93 -2.05 4.93
O 3.33 -2.16 3.67
N 2.26 3.58 0.99
H 4.08 4.65 0.69
H -0.40 3.01 1.15
H -0.42 3.25 2.90
H 1.14 1.13 3.01
H -0.58 0.96 2.70
H 0.51 1.25 0.15
H -0.10 -0.23 0.80
H 2.37 0.09 -0.18
H 2.78 0.61 1.43
H 3.51 -2.31 5.80
H 2.12 3.02 0.16
C -2.79 -3.64 -4.12
O -2.46 -3.08 -2.83
P -2.13 -1.50 -2.72
O -1.46 -1.33 -1.42
O -3.66 -1.02 -2.74
C -4.52 -1.42 -1.67
O -1.72 -0.27 -3.69
C -0.70 -0.49 -4.69
H -3.06 -4.68 -3.96
H -3.63 -3.12 -4.57
H -1.93 -3.60 -4.79
H -3.95 -1.65 -0.77
H -5.12 -2.28 -1.96
H -5.18 -0.58 -1.46
H -1.02 -1.24 -5.41
H 0.24 -0.79 -4.22
H -0.56 0.45 -5.21

44
Properties=species:S:1:pos:R:3 method="wB97M-V/def2-TZVPD" orbital_gap_ev=8.585 total_charge=+1 total_energy_ha=-1542.81345 e_above_lowest_kj_mol=903.3
Tl 11.72 -4.56 24.59
O 10.74 -6.30 24.52
H 10.44 -7.23 24.54
O 10.41 -0.93 25.78
C 11.44 -1.59 25.35
O 11.49 -2.80 25.42
O 12.47 -0.98 24.92
H 10.79 -0.15 25.39
C 9.09 -6.62 26.95
O 9.39 -5.46 27.72
C 10.14 -4.52 27.25
O 10.65 -4.45 26.10
O 10.02 -3.42 28.03
C 10.71 -2.19 27.65
H 9.52 -6.53 25.95
H 8.05 -6.84 26.71
H 9.65 -7.46 27.37
H 10.42 -1.33 28.27
H 10.36 -1.83 26.68
H 11.77 -2.42 27.66
C 13.61 -8.12 24.13
O 13.81 -7.52 22.81
C 13.39 -6.28 22.52
O 12.66 -5.55 23.28
O 13.84 -5.91 21.29
C 13.62 -4.61 20.83
H 14.02 -7.43 24.86
H 14.23 -9.02 24.15
H 12.62 -8.39 24.49
H 12.57 -4.37 21.00
H 13.95 -4.53 19.79
H 14.30 -3.93 21.34
C 8.81 -1.25 24.13
O 8.12 -2.52 24.15
C 8.73 -3.66 24.13
O 9.86 -3.93 24.38
O 7.83 -4.63 23.96
C 8.20 -5.97 24.16
H 9.19 -1.19 23.11
H 9.60 -1.24 24.88
H 8.10 -0.45 24.34
H 7.44 -6.60 23.69
H 8.27 -6.33 25.19
H 9.13 -6.31 23.72

43
Properties=species:S:1:pos:R:3 method="wB97M-V/def2-TZVPD" orbital_gap_ev=10.827 total_energy_ha=-3585.64391 e_above_lowest_kj_mol=0.0 smiles="C[N+](=O)[O-].COC(=O)OC.ClCCCl.ClCCCl.ClCCCl"
Cl 0.55 1.69 -5.18
C 0.84 0.47 -3.97
C 2.09 0.84 -3.16
Cl 1.82 2.21 -2.08
H 1.00 -0.49 -4.45
H -0.04 0.37 -3.34
H 2.95 1.04 -3.78
H 2.31 0.04 -2.45
Cl 0.49 -2.50 6.38
C 0.85 -1.39 5.03
C 1.73 -0.24 5.47
Cl 3.41 -0.88 5.76
H -0.09 -0.95 4.69
H 1.31 -1.90 4.19
H 1.34 0.22 6.37
H 1.79 0.51 4.69
Cl -2.21 3.81 -0.17
C -3.30 2.40 -0.38
C -4.48 2.72 -1.28
Cl -5.72 3.68 -0.40
H -3.71 2.18 0.60
H -2.67 1.59 -0.72
H -4.99 1.81 -1.60
H -4.15 3.32 -2.12
C 0.45 1.46 1.10
N -0.42 0.40 1.66
O 0.12 -0.55 2.17
O -1.62 0.53 1.57
H 1.35 0.91 0.82
H 0.65 2.22 1.85
H 0.07 1.77 0.14
C -0.48 -2.42 -3.48
O 0.71 -2.55 -2.73
C 0.73 -2.11 -1.46
O -0.01 -1.26 -1.05
O 1.70 -2.72 -0.83
C 1.92 -2.34 0.53
H -0.57 -1.42 -3.90
H -1.35 -2.55 -2.84
H -0.44 -3.18 -4.26
H 2.83 -2.83 0.88
H 1.10 -2.66 1.16
H 2.14 -1.27 0.57